1.
18
Properties=species:S:1:pos:R:3:forces:R:3:nbo_charge:R:1 method="wB97M-V/def2-TZVPD" relative_energy_kcal_mol=55.0 e_lumo_ev=0.54 largest_force_ev_per_a=3.5 e_tot_ev=-12962.320 homo_ha=-0.320 gap_ev=9.23
O 0.9429 -1.4689 -0.1546 -1.028 0.711 3.238 -0.527
O -1.6353 -1.0020 4.0303 0.032 0.049 -0.212 -0.927
O 0.8730 -1.3686 -2.3592 1.414 -0.060 0.782 -0.590
N 1.8527 0.3621 -1.2351 0.181 -0.017 -0.318 -0.477
C 1.2568 -0.9107 -1.2959 -1.987 1.261 -1.395 0.893
C 1.3023 0.7045 1.0791 1.245 0.944 -1.020 -0.388
C 2.5768 0.8021 -2.4194 -0.241 0.208 -0.406 -0.397
C 0.4609 -0.4839 1.0788 0.565 -1.691 -1.819 -0.065
C 1.8763 1.1136 -0.0863 -0.111 -0.470 1.584 0.065
H 2.9212 1.8310 -2.2765 -0.037 -0.246 0.087 0.202
H 0.5553 -1.0996 1.9783 0.057 -0.142 -0.465 0.209
H 1.6092 1.1608 2.0193 -0.409 0.152 -0.306 0.234
H -0.8035 -0.6024 3.7529 -0.109 -0.015 0.106 0.461
H 2.4292 2.0519 -0.1475 0.038 -0.411 0.054 0.212
H -0.5988 -0.2720 0.8681 0.333 -0.321 -0.171 0.196
H -2.1654 -1.0441 3.2247 0.043 -0.020 0.148 0.469
H 1.9058 0.7916 -3.2853 0.262 -0.100 0.127 0.227
H 3.4421 0.1529 -2.6096 -0.251 0.167 -0.013 0.206

=====

2.
19
Properties=species:S:1:pos:R:3:forces:R:3:nbo_charge:R:1 method="wB97M-V/def2-TZVPD" relative_energy_kcal_mol=19.8 e_lumo_ev=0.38 largest_force_ev_per_a=1.8 e_tot_ev=-15011.386 homo_ha=-0.375 gap_ev=10.60
O 0.7849 -0.3504 1.0768 0.166 0.833 1.566 -0.556
O 3.1977 -1.8281 0.9872 -0.336 0.324 -0.226 -0.681
O 3.3234 -1.1256 -1.1320 -0.488 -0.146 0.913 -0.542
O -1.2581 -0.4064 0.0965 0.995 -0.457 0.228 -0.597
N 0.0826 -2.2584 0.1908 1.031 -1.275 0.580 -0.642
C 2.8276 -1.0082 -0.0396 1.065 0.078 -0.822 0.750
C -0.0478 -3.0423 -2.1709 0.186 0.038 -0.086 -0.617
C -0.2382 -0.9773 0.4263 -0.863 0.462 -0.924 0.882
C 1.8707 0.1202 0.3079 -0.162 -0.237 -0.380 -0.183
C -0.6313 -3.0857 -0.7652 -0.612 -0.413 0.206 -0.223
H -0.6624 -3.6457 -2.8524 0.142 0.139 0.180 0.217
H -0.0216 -2.0136 -2.5538 -0.001 -0.237 0.103 0.216
H -1.6795 -2.7607 -0.7740 0.255 -0.040 0.018 0.222
H 0.8294 -2.6927 0.7790 -0.974 0.774 -1.093 0.414
H 2.8151 -1.5049 1.8178 -0.073 -0.065 -0.137 0.489
H 0.9739 -3.4456 -2.1788 -0.219 0.153 -0.044 0.213
H 2.4208 0.8525 0.9127 -0.248 -0.079 -0.107 0.221
H 1.5193 0.5842 -0.6206 0.185 -0.044 0.168 0.223
H -0.6153 -4.1125 -0.3768 -0.050 0.192 -0.141 0.196

=====

3.
19
Properties=species:S:1:pos:R:3:forces:R:3:nbo_charge:R:1 method="wB97M-V/def2-TZVPD" relative_energy_kcal_mol=32.5 e_lumo_ev=0.15 largest_force_ev_per_a=3.5 e_tot_ev=-15010.834 homo_ha=-0.372 gap_ev=10.28
O 1.9623 1.4207 -1.2656 0.081 -1.633 1.384 -0.533
O -1.5756 1.5302 -0.8499 -0.883 -1.454 -0.301 -0.701
O 2.3376 -0.7931 -1.4585 0.185 2.272 0.315 -0.670
O -3.0006 -0.1181 -1.4590 -0.241 0.049 -0.531 -0.566
N 0.4216 1.2716 0.9864 1.843 -0.761 -0.052 -0.870
C 1.0376 -0.0581 0.4730 0.204 1.885 0.950 -0.179
C 1.8490 0.3190 -0.7727 0.080 -0.017 -1.823 0.776
C -0.0042 -1.1310 0.1346 -2.081 -0.456 2.719 -0.409
C -1.5018 -0.5876 0.3356 0.484 -0.551 0.251 -0.519
C -2.0975 0.2634 -0.7820 0.798 0.922 0.334 0.781
H 1.9431 -1.5599 -1.0803 -0.196 -1.180 0.460 0.474
H 1.1420 2.0643 0.9307 -1.305 -1.763 0.242 0.419
H -1.3822 0.1302 1.1398 -0.601 -0.403 0.499 0.212
H 0.1254 1.0843 1.9526 0.458 0.615 -0.420 0.375
H -2.3001 -1.3351 0.5876 1.220 0.375 -0.226 0.251
H 0.1966 -2.0394 0.8221 -0.665 1.434 -1.030 0.222
H 0.1120 -1.4736 -0.8358 0.022 -0.659 -1.987 0.214
H -0.9135 1.5699 -0.1256 0.442 0.389 -0.033 0.502
H 1.6484 -0.5578 1.2669 0.154 0.938 -0.750 0.222

=====

4.
23
Properties=species:S:1:pos:R:3:forces:R:3:nbo_charge:R:1 method="wB97M-V/def2-TZVPD" e_lumo_ev=0.02 largest_force_ev_per_a=6.5 e_tot_ev=-31982.692 homo_ha=-0.406 gap_ev=11.08
S -0.0585 1.4297 0.6661 1.654 6.167 -1.121 1.846
O 2.0848 -1.0553 -3.5277 0.187 0.366 0.353 -0.377
O 3.1596 -0.0308 -1.9435 -0.338 -0.194 -0.323 -0.379
O -0.1563 -0.7791 2.5419 -1.067 -2.703 -2.267 -0.517
O 1.0673 -2.6897 2.5689 -2.916 1.772 -3.534 -0.518
O -0.4021 2.1193 -0.6391 -0.010 -2.891 2.626 -0.927
O -0.4445 -2.2472 0.7214 0.644 0.755 1.992 -0.494
O 0.6835 2.4101 1.5436 -1.776 -3.320 -1.238 -0.903
N 2.3798 -0.0644 -2.8817 0.136 -0.170 0.048 0.529
C 0.2413 -2.0163 1.9445 2.127 -0.599 2.761 0.957
C -1.5800 0.8954 1.5843 -1.999 -1.183 1.268 -0.656
C 1.7288 1.2121 -3.2753 -0.034 0.385 0.033 -0.488
C -1.7500 -1.6238 0.8532 -0.959 -0.095 0.961 -0.114
C -1.5436 -0.6281 2.0907 0.761 1.140 -0.056 0.047
H -2.1282 -0.8960 3.0352 0.126 0.814 -1.667 0.233
H 2.0052 1.4175 -4.3087 -0.116 -0.138 0.065 0.233
H 2.0817 2.0048 -2.6186 -0.038 -0.196 -0.025 0.238
H -2.1524 -1.0147 -0.0215 1.295 -1.008 0.652 0.209
H 0.6529 1.0778 -3.1717 0.115 -0.004 -0.085 0.243
H -1.6532 1.5587 2.5230 0.423 -0.695 -1.753 0.290
H -2.5044 -2.4749 1.0142 1.066 1.375 0.108 0.213
H 0.8194 0.3918 0.3595 -1.029 0.132 0.459 0.074
H -2.5310 1.0033 0.9414 1.748 0.292 0.744 0.260

=====

5.
17
Properties=species:S:1:pos:R:3:forces:R:3:nbo_charge:R:1 method="wB97M-V/def2-TZVPD" relative_energy_kcal_mol=107.0 e_lumo_ev=0.47 largest_force_ev_per_a=5.3 e_tot_ev=-19699.665 homo_ha=-0.293 gap_ev=8.43
S 0.4665 -0.2310 -2.4686 1.725 -0.523 0.635 -0.186
O -0.4763 1.6159 -0.4400 -0.922 0.163 -0.157 -0.383
N -0.0811 0.3827 0.0368 1.173 0.836 -2.348 -0.122
C -1.6953 1.5868 -1.3125 1.775 -2.685 -0.757 -0.305
C 0.0745 0.1925 1.4457 -1.826 4.252 0.878 -0.219
C 0.8798 -1.0431 1.4499 1.394 -1.635 -1.180 -0.428
C 1.0744 -1.5326 -0.0940 1.768 -2.259 2.949 -0.489
C 0.6674 -0.3996 -0.8031 -3.625 2.768 -2.607 0.138
H 0.5402 -2.3802 -0.4831 -0.813 -0.444 0.373 0.257
H -1.0966 0.3880 1.8405 3.272 -1.327 -0.242 0.213
H 0.7398 1.0541 1.9214 -1.658 -1.359 -0.927 0.202
H -2.5202 1.1508 -0.6643 0.711 0.731 -1.403 0.190
H 0.5076 -1.7036 2.1747 -0.468 -1.556 0.539 0.230
H 2.1123 -1.8669 -0.3081 -0.374 0.665 0.344 0.251
H -1.3621 1.0474 -2.3607 -1.408 0.636 3.089 0.231
H 1.9071 -0.8405 1.7320 -0.011 0.334 0.368 0.219
H -1.7379 2.5795 -1.6666 -0.713 1.403 0.448 0.201

=====

6.
17
Properties=species:S:1:pos:R:3:forces:R:3:nbo_charge:R:1 method="wB97M-V/def2-TZVPD" relative_energy_kcal_mol=71.7 e_lumo_ev=0.70 largest_force_ev_per_a=4.3 e_tot_ev=-19701.196 homo_ha=-0.317 gap_ev=9.32
S 1.4702 -2.1207 2.1199 1.732 -3.854 0.791 0.177
O -1.3795 0.5233 0.4330 -1.862 0.885 -0.957 -0.557
N 1.3420 -1.6904 0.5524 -1.359 1.076 -2.422 -0.586
C -0.7227 0.8215 -0.8539 -2.754 0.260 1.386 0.120
C -0.0051 -0.4537 -1.0844 -0.823 -0.720 -3.348 -0.502
C 0.0859 2.0883 -0.7276 0.538 -0.646 -1.541 -0.654
C 0.3121 -0.9915 0.2475 1.388 -0.250 1.038 0.256
C -0.7259 -0.4377 1.1928 1.483 1.811 0.674 -0.160
H 0.9242 2.0421 -0.0155 -0.853 0.150 0.472 0.221
H -0.7619 2.7831 -0.5795 1.475 0.692 0.103 0.236
H 2.1005 -3.4680 1.6966 -1.114 2.769 1.382 0.143
H -1.6717 1.0757 -1.5037 2.153 -0.847 0.650 0.199
H -0.7869 -1.1260 -1.5978 1.298 0.503 0.716 0.241
H -1.3583 -1.2038 1.6353 -0.305 -0.016 -0.075 0.213
H -0.2901 0.2310 2.0065 0.147 -1.622 -0.267 0.198
H 0.6817 2.1636 -1.6950 -1.235 0.630 0.741 0.213
H 0.7854 -0.2370 -1.8268 0.091 -0.823 0.657 0.241

=====

7.
17
Properties=species:S:1:pos:R:3:forces:R:3:nbo_charge:R:1 method="wB97M-V/def2-TZVPD" relative_energy_kcal_mol=107.9 e_lumo_ev=0.29 largest_force_ev_per_a=5.3 e_tot_ev=-19699.624 homo_ha=-0.318 gap_ev=8.94
S 1.5555 -0.5959 -0.4750 1.224 -3.317 -1.345 0.391
O -2.6669 0.6689 0.5396 -2.197 0.126 0.919 -0.533
N 1.7779 1.8495 -0.4028 0.456 3.337 3.793 -0.786
C 0.8476 0.8167 -0.1340 -2.498 4.526 -0.968 -0.025
C -0.4630 1.0997 0.1029 1.642 2.999 1.462 -0.380
C 0.9649 -1.4271 0.9100 0.099 -3.576 3.595 -0.847
C -1.7009 0.3151 -0.0514 2.701 0.248 -1.049 0.507
C -1.7282 -0.8069 -1.0683 -1.263 -1.619 -4.328 -0.736
H -0.8500 -0.8662 -2.0739 -2.660 0.642 3.480 0.239
H 1.0965 -0.9696 1.9200 -0.991 1.128 -1.019 0.249
H -0.5061 2.2296 0.5608 -0.709 -2.905 -1.225 0.213
H 1.8976 -1.9921 1.1782 -1.053 -1.207 -0.758 0.247
H 1.6539 2.7268 0.3153 -0.389 -2.339 -2.642 0.371
H -0.0278 -2.0891 0.9633 2.371 1.456 -0.593 0.235
H -2.9049 -0.6898 -1.6616 3.689 -0.640 1.967 0.252
H 2.6941 1.5690 -0.0483 0.003 -0.372 -0.573 0.365
H -1.6401 -1.8385 -0.5747 -0.425 1.511 -0.714 0.237

=====

8.
17
Properties=species:S:1:pos:R:3:forces:R:3:nbo_charge:R:1 method="wB97M-V/def2-TZVPD" relative_energy_kcal_mol=56.3 e_lumo_ev=0.42 largest_force_ev_per_a=2.2 e_tot_ev=-19701.860 homo_ha=-0.330 gap_ev=9.38
S -2.2958 0.5413 2.6819 -0.244 -0.512 -0.309 -0.116
O -2.0450 -0.1542 0.1648 0.205 -0.104 -0.263 -0.461
N 1.1969 0.4734 -0.3875 0.813 -0.469 0.776 -0.422
C 0.4685 -0.0927 0.7687 0.087 0.183 0.676 -0.239
C -0.0102 0.4634 -1.1520 -1.543 0.116 -0.900 -0.227
C 2.2248 -0.3710 -0.9167 1.278 -0.300 -1.038 -0.415
C -0.8063 0.5533 0.1698 1.030 0.019 -0.540 0.063
C -2.7261 -0.2065 1.2903 0.975 1.632 1.149 0.077
H -3.6682 -0.6893 1.2061 -0.594 -0.681 -0.410 0.192
H 2.5585 -0.0411 -1.9341 -0.462 -0.107 0.768 0.204
H -0.2422 -0.5320 -1.5982 0.228 0.375 -0.015 0.168
H 0.8320 0.2549 1.7617 -0.377 -0.415 -0.645 0.216
H 0.4255 -1.2051 0.6923 -0.059 0.515 0.233 0.177
H 3.1460 -0.4335 -0.3246 -0.322 0.415 0.242 0.206
H 1.8803 -1.4070 -1.0017 -0.181 -0.212 -0.192 0.161
H -0.8694 1.5892 0.4963 -0.582 -0.127 0.172 0.216
H -0.0691 1.2569 -1.9170 -0.253 -0.328 0.296 0.200

=====

9.
17
Properties=species:S:1:pos:R:3:forces:R:3:nbo_charge:R:1 method="wB97M-V/def2-TZVPD" relative_energy_kcal_mol=31.4 e_lumo_ev=0.89 largest_force_ev_per_a=1.7 e_tot_ev=-19702.942 homo_ha=-0.328 gap_ev=9.81
S 0.4890 0.1711 1.9517 0.436 1.506 -0.565 -0.086
O -1.9474 0.3182 -0.6128 0.667 -0.227 -1.340 -0.728
N -0.5516 -1.9421 0.0530 -0.387 0.885 0.714 -0.855
C 0.1831 1.3438 -1.4514 -0.439 -0.295 1.034 -0.221
C -0.7220 0.1255 -1.3888 -0.404 -0.300 0.275 0.038
C 1.1597 -0.0465 0.2221 -0.587 -0.864 -0.168 -0.354
C 1.1697 1.2649 -0.5475 -0.400 -0.213 0.495 -0.169
C 0.1746 -0.9276 -0.6533 0.368 0.708 -0.879 -0.068
H 0.7518 -1.3944 -1.4773 0.105 0.159 0.609 0.199
H 0.1343 -1.0655 2.1929 -0.115 -0.953 -0.172 0.151
H -1.1083 -0.1897 -2.3782 0.481 -0.087 0.499 0.190
H -0.5721 -2.7636 -0.4948 -0.376 -0.944 -0.393 0.367
H -1.7469 1.0006 0.0079 0.097 0.726 0.977 0.475
H -1.5015 -1.5959 0.2654 0.680 -0.423 -0.244 0.392
H 2.1417 -0.5341 0.3587 -0.402 0.380 -0.330 0.229
H -0.1097 2.2239 -2.0050 0.259 0.048 -0.173 0.220
H 1.8371 2.0698 -0.2510 0.016 -0.105 -0.339 0.221

=====

10.
18
Properties=species:S:1:pos:R:3:forces:R:3:nbo_charge:R:1 method="wB97M-V/def2-TZVPD" total_charge=+1 e_lumo_ev=-5.02 largest_force_ev_per_a=2.6 e_tot_ev=-37771.847 homo_ha=-0.454 gap_ev=7.33
S 0.3324 -1.3900 1.0590 0.480 0.085 0.559 0.398
S -2.4238 -2.0348 -1.5967 0.028 0.207 0.115 -0.514
P -2.1735 -0.4821 -0.4688 -0.314 -1.526 -1.142 0.866
N 1.9033 -0.4499 -0.6484 1.437 -0.058 0.455 -0.455
C -0.3750 -0.1682 -0.1929 1.454 -0.451 1.502 -0.460
C 1.9193 -0.8404 0.5770 -2.312 -1.131 0.136 0.072
C 0.6011 -0.5000 -1.3233 -0.258 2.408 -0.362 -0.266
C -0.0711 1.1934 0.4586 -0.109 -1.055 -2.184 -0.273
C -0.3588 1.4699 1.6910 -0.369 1.089 1.545 -0.333
H -2.7063 -0.6663 0.8224 0.250 0.612 0.079 0.009
H -0.6322 0.7516 2.4473 -0.436 -0.141 -0.072 0.217
H 0.4493 -1.4072 -1.8966 -0.142 -0.212 0.148 0.290
H -2.7120 0.7082 -1.0022 0.327 0.155 0.494 0.018
H 2.7884 -0.1488 -1.0479 -0.378 0.116 -0.492 0.452
H 0.4236 1.9125 -0.1786 -0.454 0.378 -0.284 0.228
H -0.3209 2.5040 1.9972 0.373 0.049 0.320 0.235
H 2.7642 -0.8542 1.2423 0.407 -0.132 -0.142 0.273
H 0.5920 0.4023 -1.9392 0.016 -0.393 -0.678 0.242